Record 1
A 2-piece molecular cluster, C22H49BNO3 overall. Source: the Open Molecules 2025 dataset; level of theory: ωB97M-V/def2-TZVPD.

Geometry as ORCA input:
```
! wB97M-V def2-TZVPD RIJCOSX def2/J DEFGRID3
* xyz -1 1
O 4.3532 3.5621 1.8255
O -1.1773 3.4186 1.4170
O 0.3789 4.6003 2.4273
N 7.0390 4.5973 1.3253
C 3.8975 3.6216 3.1659
C 1.2337 -1.1164 -1.9189
C -3.3956 -0.3153 -0.6497
C -0.0557 4.1562 1.3960
C 5.9578 6.1094 2.8981
C 0.0956 -2.4711 2.1769
C -0.8207 -1.8569 1.1074
C -1.6698 -2.8637 0.3054
C -3.6125 -4.7232 -1.2160
C 5.8896 5.4863 1.5080
C 4.5540 4.8042 1.1892
C 0.5787 4.4269 0.0510
C -3.4360 1.2241 -0.6573
C -2.8342 1.8841 0.5996
C -1.9295 -6.4692 -0.2468
C -2.6014 -5.8591 -1.4917
C -1.6440 2.7383 0.2351
C -2.2503 -0.9062 -1.4765
C -3.3361 -3.4865 -3.3758
C 0.7990 -2.5788 -1.7183
C -0.6144 -2.9078 -2.2365
C -3.2926 -3.3528 -1.8466
B -1.9389 -2.5266 -1.2977
H -2.4598 -0.6917 -2.5383
H -1.4980 -1.1561 1.6083
H -0.3822 -2.4969 3.1596
H 3.2184 4.4656 3.3181
H -1.3453 -0.3213 -1.2428
H 0.3531 -3.5011 1.9181
H 4.5333 4.5833 0.1183
H 0.6049 -0.6309 -2.6677
H -4.3274 -3.8017 -3.7298
H 2.2682 -1.0441 -2.2648
H -0.1324 4.9295 -0.6053
H -2.6447 -2.9502 0.8081
H -3.7177 -4.6102 -0.1331
H 3.3515 2.7002 3.3605
H -1.2125 -3.8585 0.4019
H -0.2156 -1.2474 0.4340
H -3.2995 -0.6597 0.3859
H 7.0817 4.2868 0.3601
H -2.6173 -4.2213 -3.7471
H -4.3533 -0.7024 -1.0057
H 5.0395 6.6475 3.1392
H -3.0942 -2.5382 -3.8637
H -1.8288 -5.4949 -2.1662
H -4.4562 1.5891 -0.8006
H 1.5338 -3.2186 -2.2209
H -3.5661 2.5125 1.1109
H -0.8471 -6.3306 -0.2562
H -0.6126 -3.9768 -2.4838
H 0.8835 3.5057 -0.4440
H -0.7154 -2.3997 -3.2094
H -2.5088 1.1219 1.3097
H 6.1170 5.3481 3.6620
H -2.2984 -6.0014 0.6676
H -3.1102 -6.6623 -2.0311
H -2.1189 -7.5415 -0.1635
H -4.1700 -2.7368 -1.5996
H 1.1552 -0.5224 -1.0056
H -4.6004 -5.0475 -1.5745
H 5.9903 6.2958 0.7761
H 3.7161 5.4812 1.4079
H -1.9234 3.4736 -0.5241
H 6.7944 6.8057 2.9527
H -2.8653 1.5559 -1.5321
H 4.7291 3.6922 3.8722
H 1.0320 -1.9174 2.2870
H 0.8741 -2.8347 -0.6567
H 6.8752 3.7544 1.8691
H -0.8439 2.1120 -0.1666
H 1.4460 5.0597 0.2104
*
```

Summary:
lowest unoccupied orbital energy = 0.0880 Ha
highest occupied orbital energy = -4.8363 eV
strongest force on any atom = 0.209 eV/A

=====

Record 2
An isolated molecule of C3H3IN2O in a non-equilibrium geometry. Source: the Open Molecules 2025 dataset; level of theory: ωB97M-V/def2-TZVPD.

Geometry as ORCA input:
```
! wB97M-V def2-TZVPD RIJCOSX def2/J DEFGRID3
* xyz 0 3
I -2.7537 1.4486 -0.0016
O -1.8007 -1.3729 -0.0107
N -0.6470 -2.1898 -0.0024
N 0.4461 -1.4967 0.1855
C 1.2706 0.8540 0.0095
C 0.2728 -0.2332 0.1290
C -1.4316 -0.1528 -0.0197
H 0.9153 1.7641 -0.2523
H 1.9156 0.9838 0.8412
H 1.8128 0.3948 -0.8784
*
```

Summary:
expectation value of S² = 2.022
lowest unoccupied orbital energy (spin up / spin down) = 0.0044 / -0.0742 Ha
highest occupied orbital energy (spin up / spin down) = -6.3954 / -10.1473 eV
strongest force on any atom = 6.137 eV/A

=====

Record 3
An isolated ion of composition C3H5N2S2 and charge +1 in a non-equilibrium geometry. Source: the Open Molecules 2025 dataset; level of theory: ωB97M-V/def2-TZVPD.

Geometry as ORCA input:
```
! wB97M-V def2-TZVPD RIJCOSX def2/J DEFGRID3
* xyz 1 1
S 1.0216 1.7388 -2.0555
S 2.4459 1.1717 -0.6390
N -1.0923 0.2040 -0.6904
N 0.9983 0.6286 0.0650
C 0.5771 -0.5497 0.9384
C -0.8510 -0.7304 0.4255
C -0.0266 0.9722 -0.8996
H -2.0954 0.4088 -1.0363
H -1.7369 -0.5571 1.0671
H -1.1163 -1.7443 -0.0174
H 1.2683 -1.3155 0.7808
H 0.6073 -0.2271 2.0614
*
```

Summary:
SMILES string = C1CN2SSC2=[NH+]1
lowest unoccupied orbital energy = -0.1843 Ha
highest occupied orbital energy = -13.2064 eV
strongest force on any atom = 5.326 eV/A

=====

Record 4
C4HLiO2 as an isolated structure in a non-equilibrium geometry. Source: the Open Molecules 2025 dataset; level of theory: ωB97M-V/def2-TZVPD.

Geometry as ORCA input:
```
! wB97M-V def2-TZVPD RIJCOSX def2/J DEFGRID3
* xyz 1 2
O 3.1535 -0.1709 -0.0492
O -1.6339 0.5561 0.8541
C -0.6676 0.0876 0.0161
C 1.8936 -0.0731 0.0245
C -1.9247 -0.0844 -0.4341
C 0.7003 0.1768 0.0093
Li -3.7238 -0.6659 -1.3532
H 3.4893 -1.0773 0.0540
*
```

Summary:
expectation value of S² = 0.756
lowest unoccupied orbital energy (spin up / spin down) = -0.1589 / -0.1929 Ha
highest occupied orbital energy (spin up / spin down) = -12.8193 / -13.8721 eV
strongest force on any atom = 1.702 eV/A